1.
Below is a molecular structure, C4H12Co2FN4O12P at a distorted geometry, with properties calculated with the ωB97M-V functional and the def2-TZVPD basis.

The calculation puts the frontier orbital gap (spin up / spin down) at 7.54 / 7.55 eV. Its expectation value of S² is 12.016. Its max |F| is 3.64 eV Å⁻¹. The value obtained for the energy is -122124.51502 eV.

ORCA input file:
```
! wB97M-V def2-TZVPD RIJCOSX def2/J DEFGRID3
* xyz 0 7
H -9.48 -1.06 22.44
N -7.51 -0.79 21.88
Co -5.90 -3.90 17.34
O -6.84 -1.19 20.93
O -7.99 -1.17 18.52
N -4.04 -2.77 23.52
H -9.12 0.50 21.72
F -5.48 -3.18 19.25
O -3.63 -3.34 24.51
H -4.77 -4.61 22.77
H -5.78 -3.15 22.46
O -7.08 -0.55 22.97
P -7.98 -2.11 17.26
C -4.36 -6.03 20.22
O -5.54 -5.85 18.21
C -8.96 -0.57 21.62
N -8.21 -5.25 21.44
O -7.12 -5.67 21.80
O -3.89 -1.60 23.27
H -4.27 -3.38 21.55
H -4.23 -6.85 20.90
C -8.27 -4.64 20.10
H -7.99 -3.59 20.10
H -3.42 -5.55 19.95
H -9.27 -4.71 19.69
Co -6.05 -1.25 18.83
O -8.41 -1.54 15.97
O -9.22 -5.33 22.08
C -4.78 -3.57 22.49
H -5.10 -5.30 20.54
H -7.62 -5.22 19.45
O -6.37 -2.01 17.09
N -4.86 -6.59 18.93
O -7.91 -3.66 17.48
H -9.20 -0.94 20.63
O -4.55 -7.70 18.63
*
```

---

2.
Below is a single C5H6O2 molecule, with properties calculated with the ωB97M-V functional and the def2-TZVPD basis.

The calculation puts the frontier orbital gap at 8.98 eV. Its max |F| is 0.38 eV Å⁻¹. The value obtained for the energy is -9373.43381 eV.

ORCA input file:
```
! wB97M-V def2-TZVPD RIJCOSX def2/J DEFGRID3
* xyz 0 1
C 0.63 -1.59 -0.89
H -1.14 1.00 -2.47
H -1.26 -0.44 1.21
C 0.48 -1.26 0.34
C -0.71 0.35 -1.69
H 1.10 -2.33 -1.52
H 0.67 0.50 2.54
O -0.09 -0.66 -2.08
H 1.30 1.27 1.07
O -0.91 0.74 -0.50
C -0.30 -0.14 0.76
C 0.39 0.93 1.57
H -0.27 1.79 1.74
*
```

---

3.
Below is 8 unconnected molecules or ions with the total composition C4H27N2O7 at a distorted geometry, with properties calculated with the ωB97M-V functional and the def2-TZVPD basis.

The calculation puts the frontier orbital gap at 9.53 eV. Its max |F| is 5.09 eV Å⁻¹. The value obtained for the energy is -21890.25776 eV.

ORCA input file:
```
! wB97M-V def2-TZVPD RIJCOSX def2/J DEFGRID3
* xyz 1 1
H -3.01 -0.67 0.49
O 2.99 -0.19 1.13
H -2.29 -0.36 2.04
O -2.80 1.76 -0.77
H -0.51 0.47 3.55
C 0.50 0.08 3.52
H 0.40 3.86 -0.59
H -1.18 -3.24 -2.10
H 3.81 0.37 0.85
H -1.95 -1.87 1.42
H 1.13 1.92 3.72
H 2.22 -1.64 -3.00
H -2.21 2.31 -0.35
H -3.64 1.95 -1.16
H 0.89 -1.47 0.49
H -0.87 -0.50 -0.62
H -0.47 -1.67 2.78
O -0.25 3.41 -1.14
H 2.03 0.68 -1.92
H 0.98 1.84 -1.94
C -2.14 -0.85 1.18
H -0.46 4.02 -1.78
O -2.00 -2.79 -1.81
H -2.32 -2.34 -2.53
H 2.31 1.08 2.86
C 0.47 -1.08 2.58
N -0.85 -0.13 0.52
O -1.00 -0.64 -2.97
H 1.37 -1.77 2.87
H 1.13 -1.95 -1.93
O 1.11 0.91 -2.24
N 1.35 1.17 3.01
O 1.94 -1.51 -2.00
C 0.53 -0.66 1.08
H 0.75 -0.24 4.55
H -1.13 -0.49 -3.96
H 3.25 -1.08 0.94
H -1.00 0.89 0.67
H -0.18 -0.17 -2.70
H 1.33 0.20 0.87
*
```

---

4.
Below is a gas-phase ion, C3H7O2 (charge -1) at a distorted geometry, with properties calculated with the ωB97M-V functional and the def2-TZVPD basis.

The calculation puts the frontier orbital gap at 6.22 eV. The SMILES is [O-]CCCO. Its max |F| is 1.83 eV Å⁻¹. The value obtained for the energy is -7318.41141 eV.

ORCA input file:
```
! wB97M-V def2-TZVPD RIJCOSX def2/J DEFGRID3
* xyz -1 1
H -0.08 0.56 -1.51
H 1.48 -0.27 -1.09
O -1.89 -0.73 -0.90
H -1.01 -1.95 0.55
C -1.29 -0.87 0.27
O 1.47 1.67 -0.60
H 0.82 -0.56 1.08
C 0.02 -0.06 0.50
H -1.93 -0.64 1.18
H -0.27 0.82 1.09
H 1.97 1.57 0.19
C 0.71 0.46 -0.77
*
```

---

5.
Below is a single C5H6N2O2 molecule at a distorted geometry, with properties calculated with the ωB97M-V functional and the def2-TZVPD basis.

The calculation puts the frontier orbital gap at 9.48 eV. The SMILES is CC(=O)Nc1ncco1. Its max |F| is 13.09 eV Å⁻¹. The value obtained for the energy is -12355.55257 eV.

ORCA input file:
```
! wB97M-V def2-TZVPD RIJCOSX def2/J DEFGRID3
* xyz 0 1
C -2.97 -0.31 -0.18
C -0.81 -0.18 0.01
H 2.87 -1.18 -0.55
N -1.76 -1.09 -0.18
O -1.21 1.10 0.14
C 3.00 -0.30 0.06
H 0.57 -1.42 0.21
H 3.07 -0.70 0.99
C 1.54 0.35 -0.05
N 0.52 -0.58 0.04
C -2.56 1.06 0.07
H 3.59 0.41 -0.41
O 1.38 1.56 -0.28
H -3.22 1.90 0.30
H -4.02 -0.61 -0.20
*
```

---

6.
Below is 18 unconnected molecules or ions with the total composition C60H85Cl8N7O21 at a distorted geometry, with properties calculated with the ωB97M-V functional and the def2-TZVPD basis.

The calculation puts the frontier orbital gap at 9.41 eV. Its max |F| is 3.05 eV Å⁻¹. The value obtained for the energy is -217205.02405 eV.

ORCA input file:
```
! wB97M-V def2-TZVPD RIJCOSX def2/J DEFGRID3
* xyz 0 1
O 17.81 14.07 20.71
C 20.49 15.08 25.64
H 10.37 17.98 27.20
C 14.66 15.08 20.18
Cl 14.47 11.32 19.64
O 12.92 17.02 19.37
C 15.11 18.59 11.72
C 10.52 17.09 26.62
H 13.47 16.29 16.22
H 14.03 15.76 25.45
N 10.83 12.93 19.16
C 9.68 18.92 18.61
H 14.42 13.57 16.73
O 10.69 17.11 23.13
C 14.85 16.41 25.23
O 13.54 21.77 21.27
N 12.75 14.75 15.03
H 16.38 9.85 25.07
C 8.67 14.65 19.34
O 14.60 19.66 11.05
H 9.99 11.84 20.68
H 15.70 12.45 17.21
H 18.54 20.37 19.70
H 14.67 23.45 17.86
O 12.57 22.42 19.32
O 12.56 10.29 23.90
O 14.67 18.19 18.63
C 12.88 20.22 14.21
H 20.31 16.11 25.90
O 14.89 17.44 11.43
C 11.63 20.27 14.74
H 11.75 13.51 13.78
C 20.87 12.55 24.84
O 19.42 15.44 19.88
O 12.12 16.03 24.56
O 14.59 23.10 19.95
H 21.06 11.53 24.46
C 18.55 15.21 20.67
H 10.67 16.72 21.08
C 10.45 15.01 14.47
C 11.46 16.59 15.89
C 11.29 16.55 21.95
C 13.80 21.10 14.69
C 9.37 20.02 19.38
H 11.67 8.48 23.69
C 8.32 19.52 16.92
H 7.36 21.40 17.04
C 13.84 19.36 9.95
C 18.15 20.58 18.70
C 13.80 19.10 17.95
H 14.55 19.11 9.14
H 12.56 11.23 20.90
H 12.21 17.11 21.80
H 18.29 16.96 16.81
H 14.63 17.40 25.63
Cl 14.99 10.37 15.30
H 9.78 20.25 20.35
C 16.25 18.15 13.73
H 9.88 16.30 27.03
N 9.16 18.69 17.42
H 13.24 18.65 17.11
C 19.86 13.27 24.24
H 15.30 13.40 23.93
C 15.81 20.37 22.63
O 15.77 19.06 12.79
H 15.58 14.51 20.19
C 12.60 20.68 21.47
C 19.69 14.57 24.67
H 19.94 19.80 17.79
H 14.77 21.18 14.28
C 18.52 20.57 16.36
H 13.08 19.44 18.71
C 18.06 13.15 19.67
H 15.63 14.12 17.92
H 17.58 17.22 18.41
Cl 14.92 16.59 23.46
C 13.64 11.52 15.02
H 16.30 21.43 19.27
H 18.55 17.65 22.86
C 11.35 21.10 15.79
C 21.48 14.27 26.14
H 15.70 24.44 18.87
Cl 12.49 11.44 16.43
C 12.60 11.61 23.68
H 12.17 22.62 17.01
Cl 16.09 19.24 21.32
H 11.64 20.86 21.00
C 9.71 14.94 18.51
N 19.29 9.96 23.53
H 19.19 20.46 15.50
O 11.73 12.30 23.21
H 18.91 15.18 24.27
H 13.96 13.67 22.78
C 18.42 9.86 24.49
H 19.03 12.62 19.83
O 18.17 15.99 21.71
H 11.56 16.75 26.74
C 18.88 10.01 22.28
H 14.79 20.25 22.98
H 10.39 18.22 19.05
O 13.86 11.95 24.01
N 21.69 13.02 25.76
C 14.10 17.17 19.25
H 19.65 10.10 21.52
C 10.34 16.14 15.25
H 10.86 19.61 14.37
Cl 16.90 20.00 24.00
C 16.90 21.16 18.44
O 17.36 15.73 15.11
H 10.36 21.14 16.21
Cl 16.38 15.94 25.91
C 11.68 14.36 14.41
H 12.36 20.61 22.53
H 16.68 18.66 14.59
O 16.68 15.75 17.27
H 13.04 19.76 21.05
C 7.98 20.72 17.58
C 11.19 16.74 24.34
H 11.31 9.61 22.36
Cl 13.11 8.84 20.51
C 13.45 22.46 20.12
H 15.99 21.37 22.30
O 15.06 16.35 19.63
H 17.27 12.39 19.79
H 15.42 17.51 14.06
C 8.54 20.97 18.80
C 16.80 15.19 16.04
H 9.60 14.65 13.91
C 16.57 21.40 17.14
N 13.57 21.95 15.70
H 9.39 16.65 15.38
C 12.33 21.98 16.18
H 9.74 15.79 17.86
H 13.18 19.57 13.39
H 14.36 19.96 17.54
O 10.34 17.33 25.24
C 15.49 13.50 17.04
H 13.92 12.55 14.95
C 17.34 17.00 17.40
C 9.83 12.71 20.03
C 17.56 10.02 21.94
C 14.70 23.98 18.81
C 12.88 10.60 20.11
C 16.64 9.98 22.96
H 7.94 13.27 20.83
O 16.23 13.99 15.96
H 8.35 21.93 19.27
H 16.95 17.45 13.29
H 13.25 20.19 9.60
H 12.17 10.71 19.27
H 18.10 13.59 18.69
H 11.61 14.17 17.77
H 7.83 15.32 19.45
H 15.58 10.01 22.78
H 11.45 17.46 16.52
H 13.91 24.72 18.82
C 8.71 13.54 20.15
H 14.36 15.17 21.24
C 18.96 20.24 17.65
H 13.73 13.93 24.53
N 17.35 21.10 16.11
H 18.80 9.85 25.51
H 22.09 14.65 26.95
C 14.21 13.35 23.79
H 11.58 15.50 21.98
H 18.98 17.91 21.14
H 7.84 19.30 15.96
H 17.25 10.08 20.91
H 15.62 21.75 16.80
H 19.92 16.82 22.12
H 13.91 14.53 19.61
H 10.46 9.77 23.95
H 13.11 11.14 14.16
C 10.75 14.05 18.43
H 16.70 17.73 16.95
C 18.90 17.18 21.95
C 11.40 9.53 23.46
C 12.60 15.88 15.74
H 19.29 12.77 23.47
H 13.18 18.49 10.12
C 17.07 9.87 24.25
*
```

---

7.
Below is a single C21H21FN4O3S3 molecule at a distorted geometry, with properties calculated with the ωB97M-V functional and the def2-TZVPD basis.

The calculation puts the frontier orbital gap at 8.98 eV. The SMILES is CCS(=O)(=O)N1Cc2ccccc2C[C@H]1C(=O)Nc1nnc(SCc2ccc(F)cc2)s1. Its max |F| is 1.92 eV Å⁻¹. The value obtained for the energy is -69444.09645 eV.

ORCA input file:
```
! wB97M-V def2-TZVPD RIJCOSX def2/J DEFGRID3
* xyz 0 1
N 2.54 -0.40 -0.15
S 2.87 -1.88 0.65
C 4.71 1.39 0.07
C -6.28 0.54 -0.44
C 3.43 -0.19 -1.29
C 0.36 -2.77 0.07
O 3.30 -2.82 -0.34
O 3.71 -1.65 1.79
H 0.12 -1.93 -0.58
H 5.85 2.70 1.32
O 0.59 1.84 1.84
H -5.37 1.98 -1.75
H 0.90 -3.51 -0.52
C -5.91 1.94 -0.81
C -5.96 -1.83 -0.66
H 2.94 0.54 -1.97
C 7.14 0.26 -0.64
C -1.09 1.19 -0.23
C -6.93 -2.03 0.31
F -7.25 -3.29 0.67
C 5.97 -0.25 -1.17
C 3.35 1.90 0.42
S -1.86 2.16 1.01
C 4.76 0.32 -0.82
C 7.10 1.32 0.25
H 5.99 -1.09 -1.85
H -4.87 -0.36 -1.76
N -3.12 1.25 -1.05
C 1.21 -2.34 1.23
N -1.87 0.82 -1.19
C -7.25 0.31 0.54
H 3.52 -1.14 -1.80
H -8.33 -1.16 1.66
C 2.45 0.70 0.80
C -5.63 -0.54 -1.02
H -6.77 2.60 -0.82
H 3.38 2.60 1.25
H 0.63 0.29 -0.89
C -7.58 -0.97 0.91
H 8.02 1.71 0.67
C 5.89 1.88 0.62
H -5.47 -2.68 -1.11
S -4.80 2.68 0.47
H 0.82 -1.48 1.77
N 0.23 0.86 -0.16
C -3.30 1.96 0.02
H -0.58 -3.21 0.42
H -7.74 1.15 1.00
H 2.77 0.35 1.78
C 1.01 1.19 0.91
H 8.09 -0.17 -0.91
H 1.39 -3.15 1.94
H 2.91 2.42 -0.45
*
```

---

8.
Below is 14 unconnected molecules or ions with the total composition C15H55O15 at a distorted geometry, with properties calculated with the ωB97M-V functional and the def2-TZVPD basis.

The calculation puts the frontier orbital gap at 9.49 eV. Its max |F| is 1.18 eV Å⁻¹. The value obtained for the energy is -47158.23620 eV.

ORCA input file:
```
! wB97M-V def2-TZVPD RIJCOSX def2/J DEFGRID3
* xyz -1 1
H -3.93 0.59 4.18
O 1.52 0.81 0.40
H -3.22 -0.93 2.39
H -0.97 -0.12 0.96
H 0.57 5.29 0.22
H 4.18 0.52 -3.67
H 2.81 -1.90 -4.74
H 1.06 2.58 -0.22
H -0.59 4.02 0.81
H 0.65 1.52 2.01
O 1.19 -0.65 -4.30
H -1.41 -1.96 2.41
C 5.02 1.69 0.98
H -3.61 1.66 -0.19
H 0.30 -1.57 2.10
H -3.54 2.02 1.53
H -1.28 0.96 -0.44
C 1.74 -1.78 -4.93
H -1.27 0.68 3.13
H 1.42 -0.63 -3.36
H -4.38 3.72 -0.63
O -2.61 -3.24 -1.84
H -3.91 -3.68 -0.24
C 0.93 2.05 3.91
C -4.92 -0.85 1.48
C 3.59 -2.17 0.75
H -1.65 -3.13 -1.92
H -5.47 -0.24 2.20
H -1.25 0.66 -3.39
H 5.70 1.53 1.82
C 4.14 1.36 -2.97
O -2.14 0.22 3.19
H 1.34 -3.92 -0.60
H 1.94 1.63 3.94
H 1.07 4.10 1.43
H -2.51 2.02 -4.86
O 0.19 -2.98 -2.02
H 2.86 -1.30 -0.82
O 0.94 3.48 -0.56
H 2.66 -2.64 1.08
H 5.00 0.79 0.36
H 4.39 -2.87 1.02
O -4.37 3.50 0.30
H 0.42 1.75 4.83
H -2.75 -2.45 0.08
H 1.41 -4.65 -2.19
H 5.43 2.49 0.37
O 1.18 -0.55 -1.33
H -0.64 -2.54 1.00
H 0.66 -2.20 -1.67
C -2.88 -3.39 -0.47
H -5.67 -1.54 1.09
C 0.74 -4.17 -1.48
H -2.51 1.62 -2.60
H -2.42 2.83 0.44
O 3.75 2.06 1.46
O 0.03 -3.51 2.73
H 2.52 0.88 -2.00
H 3.07 1.48 1.07
H -2.47 0.90 5.18
H -4.57 -0.23 0.66
O -1.73 2.35 -4.42
H 3.79 -1.24 1.29
C 0.45 4.24 0.53
O 2.80 1.58 -2.60
C -3.44 2.45 0.53
H -1.20 -0.73 -0.63
H 4.55 2.25 -3.45
C 0.76 0.14 -0.35
C -0.73 0.09 -0.08
H -0.83 2.19 -2.55
H 1.03 3.14 3.96
H 1.61 -1.68 -6.00
C -0.45 -2.36 2.06
H -2.25 -4.15 0.00
H 4.82 1.17 -2.13
H -2.87 2.00 3.92
O 3.63 -1.87 -0.63
O -3.86 -1.59 2.07
H 1.20 -2.67 -4.59
C -2.89 0.92 4.16
C -1.58 1.68 -3.16
H -0.37 -4.29 2.34
O 0.14 1.63 2.83
H -0.05 -4.85 -1.12
*
```

---

9.
Below is a molecular structure, C2H7FNO at a distorted geometry, with properties calculated with the ωB97M-V functional and the def2-TZVPD basis.

The calculation puts the frontier orbital gap at 10.72 eV. Its max |F| is 5.71 eV Å⁻¹. The value obtained for the energy is -8433.83228 eV.

ORCA input file:
```
! wB97M-V def2-TZVPD RIJCOSX def2/J DEFGRID3
* xyz 1 1
H -2.44 0.33 -0.10
H -1.41 -0.70 0.79
N -1.51 -0.22 -0.03
H 2.00 -1.27 -1.09
H 1.10 -0.44 1.43
C -0.41 0.87 -0.04
C 1.24 -0.15 0.36
H -0.51 1.59 0.75
O 1.34 -1.30 -0.32
H -0.25 1.37 -1.07
F 2.21 0.81 0.19
H -1.34 -0.88 -0.87
*
```

---

10.
Below is 2 unconnected molecules or ions with the total composition C2H9N3O2S at a distorted geometry, with properties calculated with the ωB97M-V functional and the def2-TZVPD basis.

The calculation puts the frontier orbital gap at 9.39 eV. Its max |F| is 3.74 eV Å⁻¹. The value obtained for the energy is -21616.90429 eV.

ORCA input file:
```
! wB97M-V def2-TZVPD RIJCOSX def2/J DEFGRID3
* xyz 0 1
H -1.26 0.38 -1.90
H -2.98 -0.57 0.18
N -0.07 -1.09 0.89
S 2.06 -0.28 0.14
H 1.15 -1.84 -0.94
C -1.86 0.83 -1.10
H 3.60 1.44 -0.23
O 2.93 -0.52 1.26
H -0.20 -0.33 1.72
H 2.56 1.48 -1.55
C -2.04 -0.09 0.14
H -1.60 1.80 -0.68
N -0.97 -1.06 0.09
O 2.11 -1.71 -0.81
N 3.08 0.86 -0.92
H -2.84 1.01 -1.46
H -1.98 0.70 0.95
*
```